No. 1
Here is a cluster of 15 separate species, C37H49Cl56FO2PSi in total from the Open Molecules 2025 dataset. Energies are from ωB97M-V with the def2-TZVPD basis set.

Values from the calculation:
Multiplicity: 1
Charge: +1

XYZ file:
```
147
C37H49Cl56FO2PSi (ωB97M-V with the def2-TZVPD basis set)
C -6.567 -0.681 4.513
C -7.726 -1.168 3.620
C -7.216 -2.125 2.546
C -6.208 -1.481 1.590
C -5.991 -2.377 0.367
C -4.788 -1.976 -0.495
C -3.484 -1.773 0.309
C -3.218 -0.302 0.597
C -1.911 -0.031 1.351
C -0.637 -0.360 0.546
P 0.102 1.094 -0.220
C -1.067 2.473 -0.396
C -0.868 3.328 -1.645
C 0.454 4.114 -1.625
C 0.286 5.490 -0.966
C 0.437 6.692 -1.921
C 0.060 6.431 -3.382
C 0.984 0.714 -1.739
C 0.146 0.169 -2.892
O -0.413 -1.078 -2.543
Si -0.006 -2.384 -3.515
C 1.648 -3.064 -3.011
C -0.077 -1.966 -5.341
C -1.287 -3.704 -3.184
C 1.396 1.578 0.952
C 0.840 1.886 2.306
O 0.654 1.058 3.177
F 0.586 3.193 2.484
H -6.182 0.285 4.194
H -6.866 -0.613 5.555
H -5.745 -1.395 4.465
H -8.406 -1.710 4.265
H -8.201 -0.306 3.158
H -8.054 -2.523 1.971
H -6.722 -2.958 3.051
H -5.277 -1.364 2.143
H -6.596 -0.505 1.291
H -5.897 -3.396 0.743
H -6.889 -2.275 -0.241
H -4.609 -2.774 -1.218
H -5.027 -1.076 -1.063
H -3.575 -2.311 1.253
H -2.675 -2.221 -0.265
H -3.225 0.251 -0.347
H -4.035 0.093 1.198
H -1.876 1.015 1.651
H -1.918 -0.643 2.251
H 0.126 -0.711 1.244
H -0.774 -1.149 -0.185
H -0.976 3.081 0.506
H -2.063 2.036 -0.361
H -1.026 2.749 -2.549
H -1.672 4.061 -1.612
H 0.907 4.183 -2.610
H 1.154 3.548 -1.008
H -0.659 5.561 -0.427
H 1.052 5.601 -0.207
H 1.443 7.094 -1.843
H -0.217 7.476 -1.537
H 0.968 6.164 -3.927
H -0.309 7.336 -3.857
H -0.650 5.621 -3.512
H 1.710 -0.055 -1.465
H 1.527 1.600 -2.063
H 0.825 0.103 -3.747
H -0.651 0.845 -3.197
H 1.665 -3.204 -1.932
H 1.789 -4.033 -3.489
H 2.492 -2.451 -3.306
H -0.185 -2.881 -5.915
H -0.908 -1.287 -5.525
H 0.847 -1.469 -5.622
H -2.003 -3.715 -4.003
H -1.841 -3.477 -2.275
H -0.807 -4.675 -3.102
H 2.067 0.730 1.051
H 1.969 2.425 0.586
C -4.095 5.019 -3.909
Cl -4.187 3.281 -3.561
Cl -3.487 5.849 -2.470
Cl -2.962 5.269 -5.232
Cl -5.689 5.620 -4.332
C 1.393 8.611 1.944
Cl 1.243 6.874 2.259
Cl 2.117 9.405 3.336
Cl 2.427 8.844 0.526
Cl -0.205 9.281 1.634
C 0.777 -0.673 7.229
Cl 0.537 0.006 5.617
Cl -0.779 -1.098 7.947
Cl 1.779 -2.118 7.055
Cl 1.602 0.502 8.252
C 5.342 0.976 0.709
Cl 4.397 -0.278 1.543
Cl 5.722 2.261 1.846
Cl 6.816 0.270 0.072
Cl 4.389 1.646 -0.639
C 5.711 -3.739 5.786
Cl 6.915 -2.979 6.822
Cl 5.015 -2.518 4.708
Cl 6.485 -4.976 4.793
Cl 4.452 -4.475 6.781
C -0.558 13.016 -0.162
Cl 0.536 11.673 -0.507
Cl -0.115 13.744 1.382
Cl -0.450 14.222 -1.442
Cl -2.213 12.399 -0.067
C 10.124 -3.259 2.263
Cl 11.333 -2.540 3.325
Cl 9.379 -1.987 1.276
Cl 10.876 -4.454 1.214
Cl 8.865 -4.042 3.228
C -5.492 -6.680 -0.548
Cl -5.639 -8.348 -0.002
Cl -4.493 -5.774 0.603
Cl -4.739 -6.643 -2.141
Cl -7.090 -5.939 -0.636
C 2.080 -4.493 1.091
Cl 2.486 -2.808 1.468
Cl 0.355 -4.598 0.709
Cl 3.019 -5.008 -0.308
Cl 2.449 -5.508 2.479
C 5.241 -1.563 -5.025
Cl 5.196 -3.280 -4.630
Cl 5.755 -0.643 -3.605
Cl 6.358 -1.285 -6.353
Cl 3.618 -1.026 -5.498
C -0.540 2.452 -7.350
Cl -0.045 4.116 -7.025
Cl -2.279 2.396 -7.628
Cl 0.313 1.845 -8.763
Cl -0.142 1.442 -5.945
C 12.887 -8.235 1.534
Cl 13.812 -9.532 2.287
Cl 11.302 -8.863 1.048
Cl 12.639 -6.918 2.678
Cl 13.749 -7.629 0.120
C 7.091 -6.463 -0.093
Cl 5.786 -6.834 1.041
Cl 8.537 -7.360 0.378
Cl 6.606 -6.935 -1.723
Cl 7.412 -4.729 -0.054
C -11.569 -0.944 4.803
Cl -11.006 0.616 4.195
Cl -11.509 -2.136 3.501
Cl -10.530 -1.474 6.129
Cl -13.225 -0.785 5.382
```

These are the Löwdin partial charges, in e, on atoms 1 to 4: atom 1 (C): -0.100, atom 2 (C): -0.273, atom 3 (C): -0.224, atom 4 (C): -0.222

***

No. 2
Here is a cluster of 2 separate species, C4H8NO2 in total from the Open Molecules 2025 dataset. Energies are from ωB97M-V with the def2-TZVPD basis set.

Values from the calculation:
Multiplicity: 1
Charge: -1
Energy above the lowest of the compared OMol25 structures with the same formula, charge and spin in eV: 1.2122

XYZ file:
```
15
C4H8NO2 (ωB97M-V with the def2-TZVPD basis set)
O -0.810 2.199 -1.214
C -1.541 1.824 -0.283
O -1.398 0.836 0.486
H -2.469 2.425 -0.079
C 1.467 -0.401 -1.121
C 1.377 -0.530 0.388
C -0.324 -1.924 1.162
N 0.877 -1.869 0.761
H 1.915 0.560 -1.385
H 2.056 -1.211 -1.561
H 0.464 -0.390 -1.546
H 0.707 0.243 0.767
H 2.364 -0.458 0.854
H -1.004 -1.063 1.090
H -0.691 -2.909 1.467
```

These are the Löwdin partial charges, in e, on atoms 1 to 4: atom 1 (O): -0.122, atom 2 (C): -0.653, atom 3 (O): -0.168, atom 4 (H): 0.082

***

Number 1: E -28090.8821 Eh, LUMO -2.281 eV, gap between HOMO and LUMO 9.98 eV. Number 2: E -362.4797 Eh, LUMO 4.279 eV, gap between HOMO and LUMO 8.59 eV.